Entry 1:
Computed, not measured: a cluster of 3 separate species, C10H20BN2O in total, with the ωB97M-V functional and the def2-TZVPD basis.

Last column: natural (NBO) charge in e.
Atoms and positions in Å:
B1 2.246908 -1.371206 -0.912803  -0.378
C1 0.760212 -2.193014 -0.805179  -0.713
C2 -0.238890 -1.147882 -0.883144  0.459
O1 -0.785580 -0.766859 -1.916442  -0.659
H1 2.086333 -0.260858 -0.428882  -0.050
H2 2.555470 -1.311094 -2.089992  -0.058
H3 3.068359 -1.948253 -0.212653  -0.066
H4 0.706494 -2.723654 0.146633  0.184
H5 0.623570 -2.891643 -1.622596  0.211
H6 -0.466996 -0.626864 0.070429  0.079
C3 1.287867 -2.164471 5.349847  -0.612
C4 0.010114 -2.144508 4.518888  -0.377
C5 0.280410 -2.167669 3.011254  -0.511
C6 1.059091 -1.002900 2.593146  0.269
N1 1.688593 -0.107108 2.255124  -0.295
H7 1.898177 -1.282168 5.155905  0.221
H8 1.053627 -2.176913 6.415646  0.203
H9 1.887379 -3.048645 5.125373  0.202
H10 -0.570679 -1.254558 4.769451  0.202
H11 -0.603681 -3.010609 4.777536  0.197
H12 -0.655995 -2.169303 2.452812  0.249
H13 0.833355 -3.066059 2.733473  0.246
C7 -0.744449 2.138217 -3.769260  -0.619
C8 -1.628910 2.790145 -2.718460  -0.380
C9 -2.504755 3.921157 -3.274708  -0.511
C10 -1.702336 5.011300 -3.835588  0.305
N2 -1.071760 5.865232 -4.269976  -0.364
H14 -0.028090 2.846674 -4.190653  0.200
H15 -0.181622 1.320881 -3.320578  0.266
H16 -1.342334 1.727408 -4.586126  0.191
H17 -1.005800 3.176802 -1.910359  0.210
H18 -2.279284 2.030373 -2.283162  0.222
H19 -3.133973 4.338922 -2.487844  0.239
H20 -3.158724 3.541525 -4.061300  0.236

Atoms 1-2, force components in eV/Å:
-0.2 0.0 0.3
0.0 -0.2 0.1

The HOMO energy is -4.872 eV. Its net charge is -1. For the lowest unoccupied orbital energy, the calculation gives 2.88 eV. The orbital gap comes out at 7.75 eV.

Entry 2:
Computed, not measured: a cluster of 2 separate species, C3H11N3O in total at a distorted geometry, with the ωB97M-V functional and the def2-TZVPD basis.

Last column: Löwdin spin population.
Atoms and positions in Å:
C1 -2.095263 0.524511 -1.001068  0.177
C2 -1.276835 -0.099572 0.132564  0.062
N1 0.012532 0.584615 0.194227  0.020
C3 0.880066 0.232193 1.229758  0.084
N2 1.177032 -1.120273 1.226547  0.033
N3 1.396313 1.128574 1.982280  0.019
H1 -1.609037 0.341521 -1.960742  0.067
H2 -2.133815 1.614298 -0.905309  0.017
H3 -3.112503 0.144332 -0.986301  0.019
H4 -1.850201 -0.033052 1.065685  0.005
H5 -1.143840 -1.146021 -0.134725  0.032
H6 -0.127498 1.579369 0.362684  0.013
H7 1.254946 -1.532849 0.300474  0.034
H8 2.000091 -1.296315 1.784417  0.017
H9 1.863271 0.691822 2.775219  0.007
H10 1.264387 -0.039896 -1.499139  0.043
H11 1.657587 -0.811193 -2.761127  0.103
O1 1.842767 -0.762063 -1.805446  0.249

Atoms 1-2, force components in eV/Å:
0.4 0.3 0.2
-0.6 0.2 -0.9

The HOMO energy (spin up / spin down) is 1.180 / -5.731 eV. Its net charge is -1. Its expectation value of S² is 0.75. For the lowest unoccupied orbital energy (spin up / spin down), the calculation gives 4.15 / 3.92 eV. As for the spin multiplicity: 2. The orbital gap (spin up / spin down) comes out at 2.97 / 9.65 eV.

Entry 3:
Computed, not measured: a structure of composition C5H6N2, with the ωB97M-V functional and the def2-TZVPD basis.

Last column: natural (NBO) charge in e.
Atoms and positions in Å:
N1 2.269758 0.192453 1.728204  -0.295
C1 1.752249 0.260357 0.699150  0.262
C2 1.135634 0.281749 -0.617286  -0.261
C3 0.136540 -0.755151 -1.037717  -0.085
C4 -0.759885 -1.001782 0.192655  -0.505
C5 -1.033726 0.493333 0.374978  -0.241
N2 -0.149057 0.986052 -0.742494  -0.403
H1 1.837827 0.589559 -1.390762  0.257
H2 -0.481726 0.310838 -1.643924  0.381
H3 -1.645661 -1.585427 -0.064528  0.224
H4 -0.250534 -1.497406 1.024606  0.228
H5 -2.060445 0.783414 0.145754  0.217
H6 -0.750979 0.942011 1.331361  0.219

Atoms 1-2, force components in eV/Å:
-0.4 0.1 -0.7
0.1 -0.1 0.5

The HOMO energy is -9.101 eV. For the lowest unoccupied orbital energy, the calculation gives 0.75 eV. The orbital gap comes out at 9.85 eV.

Entry 4:
Computed, not measured: a structure of composition C5H8O2, with the ωB97M-V functional and the def2-TZVPD basis.

Last column: Löwdin charge in e.
Atoms and positions in Å:
O1 2.260639 0.367753 0.869957  -0.063
C1 1.374053 1.112531 0.067774  -0.255
C2 0.476563 0.219753 -0.797818  -0.105
C3 -0.621239 -0.389998 0.061156  -0.554
O2 -0.117954 -1.234134 1.032905  0.027
C4 -1.829860 0.416992 0.457160  0.032
C5 -2.206762 -0.509905 -0.403603  -0.051
H1 1.724239 -0.278723 1.350407  0.068
H2 1.996715 1.732337 -0.584636  0.122
H3 0.742733 1.785698 0.668344  0.123
H4 1.096910 -0.560545 -1.252371  0.130
H5 -0.000632 0.804961 -1.589450  0.130
H6 -1.179574 -1.158683 -0.869612  0.169
H7 -0.722031 -1.166928 1.790929  0.124
H8 -2.993796 -1.141104 -0.801145  0.102

Atoms 1-2, force components in eV/Å:
-0.1 -0.2 0.2
-0.2 0.3 -0.2

The HOMO energy is -9.474 eV. For the lowest unoccupied orbital energy, the calculation gives 0.74 eV. The orbital gap comes out at 10.21 eV.

Entry 5:
Computed, not measured: a structure of composition C24H64CrF6O24PS8 at a distorted geometry, with the ωB97M-V functional and the def2-TZVPD basis.

Last column: Löwdin spin population.
Atoms and positions in Å:
Cr1 0.103834 0.319444 -0.461832  2.836
P1 0.225692 -2.261328 3.197349  0.000
F1 0.221856 -3.290120 4.450330  0.000
F2 -1.141815 -2.795117 2.543673  0.000
F3 -0.561856 -1.125254 4.054980  0.000
F4 0.322708 -1.202933 1.967656  0.004
F5 1.557079 -1.412850 3.656377  0.000
F6 1.167488 -3.144438 2.250919  0.000
O1 -1.698457 -0.529134 0.451255  0.031
S1 -3.050520 -1.060254 0.549619  0.006
O2 -4.042253 -0.397982 -0.344739  0.001
O3 -3.086730 -2.731455 0.182160  0.000
C1 -4.252557 -3.293263 -0.229483  0.000
C2 -4.065784 -4.817441 -0.059783  0.000
C3 -3.724529 -1.004916 2.331133  0.004
H1 -4.502270 -2.979328 -1.242980  0.000
H2 -5.014509 -3.027088 0.503107  0.000
H3 -3.384325 -5.194586 -0.822327  0.000
H4 -5.027298 -5.283662 -0.274774  0.000
H5 -3.788270 -5.167212 0.934584  0.000
H6 -2.872745 -0.931614 3.007285  0.000
H7 -4.214512 -1.975326 2.410682  0.000
H8 -4.465923 -0.208798 2.399241  0.000
O4 2.137841 0.023352 0.479286  0.006
S2 3.561602 0.087665 0.927828  0.002
O5 4.560124 0.748644 0.094004  0.001
O6 3.643605 0.698503 2.472799  0.001
C4 4.959372 1.021413 2.965280  0.000
C5 4.820409 1.989623 4.134842  0.000
C6 4.124120 -1.631453 1.309817  -0.001
H9 5.600218 1.489273 2.217941  0.000
H10 5.539237 0.154517 3.282050  0.000
H11 4.340828 1.611047 5.037498  0.000
H12 4.175475 2.790321 3.772848  0.000
H13 5.783088 2.463278 4.327230  0.000
H14 3.440783 -2.029912 2.059739  0.000
H15 5.136796 -1.544198 1.703481  0.000
H16 4.165105 -2.296208 0.446957  0.000
O7 3.262668 3.426668 -1.710787  0.000
S3 2.217503 3.292940 -0.756111  0.004
O8 1.225500 2.165678 -0.805165  0.020
O9 2.806230 3.299620 0.710305  0.000
C7 3.791063 4.248303 1.074064  0.000
C8 3.170591 5.212773 2.096861  0.000
C9 1.229286 4.846034 -0.709358  0.002
H17 4.227890 4.769866 0.222440  0.000
H18 4.593271 3.700009 1.567959  0.000
H19 2.211187 5.590902 1.743783  0.000
H20 3.835446 6.067244 2.223117  0.000
H21 2.870345 4.731495 3.027615  0.000
H22 0.651888 5.039983 -1.613293  0.000
H23 1.941527 5.656766 -0.555955  0.000
H24 0.540499 4.878076 0.134823  0.000
O10 -1.143307 -0.405189 -1.985566  0.007
S4 -2.039646 -0.913318 -3.091793  0.003
O11 -2.843320 -2.067520 -2.859284  -0.001
O12 -2.917662 0.329134 -3.525702  0.001
C10 -3.987196 0.175384 -4.497769  0.000
C11 -5.290224 0.022073 -3.697046  0.000
C12 -1.075153 -1.130212 -4.701129  -0.001
H25 -3.867098 -0.778237 -5.011869  0.000
H26 -4.033409 0.908601 -5.302977  0.000
H27 -5.147780 -0.850329 -3.059293  0.000
H28 -6.136573 -0.280294 -4.313796  0.000
H29 -5.484443 0.879469 -3.052643  0.000
H30 -0.484614 -0.264172 -5.000033  0.000
H31 -1.846838 -1.212692 -5.466507  0.000
H32 -0.535884 -2.075673 -4.759348  0.000
O13 -1.848643 4.321029 -0.699845  0.003
S5 -2.386348 2.971219 -0.612938  0.004
O14 -1.456732 1.835486 -0.800949  0.030
O15 -3.200585 2.762609 0.795127  0.000
C13 -3.750909 3.914546 1.386253  0.000
C14 -4.547864 3.438671 2.578901  0.000
C15 -3.828908 2.585918 -1.708894  0.003
H33 -4.332917 4.308027 0.552861  0.000
H34 -2.979208 4.608540 1.719324  0.000
H35 -3.904835 2.917369 3.288025  0.000
H36 -5.350174 2.774411 2.257729  0.000
H37 -4.972003 4.341706 3.017930  0.000
H38 -4.449805 3.470729 -1.568493  0.000
H39 -4.212726 1.607517 -1.419899  0.000
H40 -3.497853 2.580566 -2.747391  0.000
O16 -0.122465 1.276645 1.397761  0.021
S6 -0.375311 2.031536 2.649349  0.005
O17 -0.805447 3.445310 2.488023  0.002
O18 -1.545401 1.232951 3.567423  0.001
C16 -1.810529 1.517319 4.918905  0.000
C17 -3.120446 0.745766 5.198162  0.000
C18 1.065511 1.914544 3.761855  0.000
H41 -2.108220 2.565818 4.930302  0.000
H42 -1.072747 1.224129 5.665768  0.000
H43 -3.901410 1.287906 4.664991  0.000
H44 -3.403521 0.745917 6.250767  0.000
H45 -3.111990 -0.330381 5.025104  0.000
H46 1.882414 2.454230 3.282792  0.000
H47 1.198292 0.836798 3.856424  0.000
H48 0.812972 2.420118 4.693907  0.000
O19 1.385145 -0.198022 -2.011384  0.001
S7 2.582217 -0.625172 -2.815815  0.002
O20 3.655359 -1.428748 -2.263974  0.001
O21 2.009769 -1.289993 -4.259236  0.000
C19 3.032317 -1.959976 -5.033760  0.000
C20 2.354132 -3.107637 -5.703429  0.000
C21 3.272750 0.896822 -3.519533  -0.001
H49 3.919548 -2.305986 -4.503478  0.000
H50 3.416881 -1.234929 -5.751051  0.000
H51 1.899827 -3.805631 -5.000206  0.000
H52 2.967711 -3.672138 -6.405549  0.000
H53 1.553091 -2.812043 -6.380958  0.000
H54 2.463760 1.601872 -3.710685  0.000
H55 3.824512 0.601173 -4.411863  0.000
H56 3.990451 1.263801 -2.785826  0.000
O22 0.300012 -1.846084 -0.401941  -0.001
S8 0.565702 -3.167215 -1.003363  0.001
O23 0.211999 -3.359630 -2.438188  0.001
O24 2.186452 -3.522553 -0.874870  0.001
C22 2.594591 -4.753668 -1.382474  0.000
C23 4.025839 -4.641666 -2.035886  0.000
C24 -0.189297 -4.575192 -0.009540  -0.001
H57 1.921433 -5.176675 -2.128151  0.000
H58 2.587199 -5.519164 -0.606545  0.000
H59 3.977988 -3.951264 -2.877998  0.000
H60 4.398335 -5.585025 -2.435162  0.000
H61 4.695489 -4.269745 -1.260418  0.000
H62 0.376053 -4.772773 0.901198  0.000
H63 -0.055393 -5.478190 -0.605153  0.000
H64 -1.220716 -4.436091 0.314383  0.000

Atoms 1-2, force components in eV/Å:
1.3 -1.7 -0.4
1.1 2.6 0.3

The HOMO energy (spin up / spin down) is -15.276 / -15.279 eV. Its net charge is +2. Its expectation value of S² is 3.76. For the lowest unoccupied orbital energy (spin up / spin down), the calculation gives -8.11 / -6.37 eV. As for the spin multiplicity: 4. The orbital gap (spin up / spin down) comes out at 7.16 / 8.91 eV.

Entry 6:
Computed, not measured: a cluster of 2 separate species, C5H11NO2P in total at a distorted geometry, with the ωB97M-V functional and the def2-TZVPD basis.

Last column: natural (NBO) charge in e.
Atoms and positions in Å:
C1 -1.721081 -0.106240 2.678208  -0.006
C2 -1.081883 -0.967604 1.895402  -0.445
P1 -0.135245 -2.059445 0.652313  0.952
C3 -0.961220 -1.711736 -1.043862  -0.682
C4 -1.002749 -0.114783 -1.394117  -0.515
C5 0.378241 0.641042 -1.042644  0.644
N1 1.578672 0.701425 -1.897730  -0.807
O1 0.427869 1.281408 0.078181  -0.590
H1 -2.321746 0.851509 2.951323  0.317
H2 -0.346543 -3.467369 0.956224  0.112
H3 1.268786 -1.712018 0.616929  0.104
H4 -0.533930 -2.358228 -1.896302  0.287
H5 -2.078320 -2.021775 -0.897770  0.292
H6 -1.882927 0.366795 -0.799164  0.276
H7 -1.253860 0.077074 -2.518334  0.273
H8 1.461782 0.054735 -2.712115  0.378
H9 2.427910 0.410241 -1.376523  0.407
O2 1.847265 3.639598 2.206021  -0.936
H10 1.285472 2.908756 1.914112  0.469
H11 2.636173 3.562582 1.654018  0.468

Atoms 1-2, force components in eV/Å:
3.2 -3.8 -5.7
-2.5 3.8 3.3

The HOMO energy is -13.308 eV. Its net charge is +1. For the lowest unoccupied orbital energy, the calculation gives -4.35 eV. The orbital gap comes out at 8.96 eV.

Entry 7:
Computed, not measured: a cluster of 2 separate species, C4H4O in total at a distorted geometry, with the ωB97M-V functional and the def2-TZVPD basis.

Last column: natural (NBO) charge in e.
Atoms and positions in Å:
C1 2.362543 -0.046692 0.312672  0.155
C2 1.103975 0.083476 0.092874  -0.490
C3 -0.098675 -0.856283 -0.582122  -0.300
C4 -0.258901 0.433349 -0.060306  0.325
O1 -1.067822 1.456308 -0.137736  -0.645
H1 0.153231 -0.955847 -1.703935  0.219
H2 -0.258636 -1.707405 0.058060  0.238
H3 -1.199163 -0.776957 2.213462  -0.018
H4 -0.736549 2.370052 -0.192971  0.515

Atoms 1-2, force components in eV/Å:
0.2 -0.1 -0.1
-2.0 0.5 -0.1

The HOMO energy (spin up / spin down) is -10.329 / -7.616 eV. For the lowest unoccupied orbital energy (spin up / spin down), the calculation gives -0.43 / -0.70 eV. The orbital gap (spin up / spin down) comes out at 9.89 / 6.92 eV.

Entry 8:
Computed, not measured: a cluster of 2 separate species, C4H7N4O in total at a distorted geometry, with the ωB97M-V functional and the def2-TZVPD basis.

Last column: natural (NBO) charge in e.
Atoms and positions in Å:
C1 -1.694254 1.373599 0.049066  0.186
C2 -0.119541 0.027930 0.134803  0.250
C3 -1.217828 -0.797364 0.017610  0.265
C4 2.639566 0.950000 0.000610  -0.530
N1 -0.391144 1.319118 0.118846  -0.469
N2 -2.241508 0.115763 -0.003538  -0.507
N3 -1.372158 -2.129571 0.002087  -0.783
N4 1.979614 -0.275715 -0.016400  0.323
O1 2.401180 -1.374351 -0.137040  -0.113
H1 -2.270054 2.275251 0.033257  0.233
H2 3.651260 0.868319 -0.410026  0.265
H3 2.698150 1.306175 1.038351  0.302
H4 2.025364 1.692717 -0.517343  0.296
H5 -3.225968 -0.093088 -0.079250  0.443
H6 -0.575591 -2.731674 -0.101264  0.423
H7 -2.287088 -2.527114 -0.129770  0.417

Atoms 1-2, force components in eV/Å:
0.3 0.1 0.0
2.4 0.3 -0.2

The HOMO energy (spin up / spin down) is -12.355 / -12.355 eV. Its net charge is +1. For the lowest unoccupied orbital energy (spin up / spin down), the calculation gives -5.79 / -5.79 eV. The orbital gap (spin up / spin down) comes out at 6.57 / 6.57 eV.

Number 1: calculated total energy -16398.389 eV. Number 2: calculated total energy -9806.379 eV. Number 3: calculated total energy -8257.342 eV. Number 4: calculated total energy -9404.278 eV. Number 5: calculated total energy -215748.339 eV. Number 6: calculated total energy -20225.348 eV. Number 7: calculated total energy -6250.157 eV. Number 8: calculated total energy -12257.736 eV.